C17H18F2N2O3 as an isolated structure at a distorted geometry, computed with the ωB97M-V functional and the def2-TZVPD basis.

The geometry in XYZ format:
```
42
C17H18F2N2O3 the ωB97M-V functional and the def2-TZVPD basis
C -3.5392 -3.5292 -0.0929
H -3.3189 -3.5987 0.9031
H -2.4884 -3.7082 -0.6853
H -4.3155 -4.2526 -0.5224
O -4.0161 -2.4338 -0.7350
C -3.4375 -1.2076 -0.1669
C -4.1734 -0.0743 -0.3168
C -3.5829 1.3192 -0.3204
C -2.3639 1.4299 0.2922
C -1.5626 0.1937 0.6471
C -2.1610 -0.8218 0.3775
O -1.4985 -2.0797 0.4859
C -0.1111 -2.2724 1.0896
H -0.1729 -1.5431 2.2311
H 0.5734 -1.5517 0.4606
H 0.1376 -3.1517 1.4295
H -0.5927 0.1692 1.1662
C -1.7118 2.6860 0.7305
H -2.3256 3.5899 0.8411
H -0.9956 2.7094 1.5925
C -0.9574 3.2188 -0.6896
N -0.1282 2.3063 -0.9528
C 1.1704 2.0939 -0.4175
O 1.6056 2.7936 0.4984
N 1.7617 0.9609 -1.1187
C 3.0769 0.2971 -0.5013
C 3.8845 0.7267 0.3791
C 5.1150 0.4853 0.6899
C 5.3322 -0.9453 0.3036
C 4.6010 -1.6184 -0.6044
C 3.3846 -0.8616 -1.0485
F 2.4887 -1.6332 -1.9693
H 4.8589 -2.5001 -1.0666
F 6.5635 -1.6091 0.5027
H 5.7265 0.7515 1.3986
H 3.6399 2.0739 0.8215
H 1.3015 0.2468 -1.7414
H -0.4629 1.4594 -1.3097
H -0.3276 4.1421 -0.3281
H -1.7248 3.6067 -1.3028
H -4.0535 2.1088 -0.2615
H -5.2001 0.0234 -0.6885
```

Output
HOMO (Eh): -0.299
E (hartree): -1193.09740
ΔE to the lowest compared entry with this formula, charge and spin (kcal/mol): 260.3
Kohn-Sham gap (eV): 8.43